[1]
{
  "formula": "C3H5FN2S",
  "method": "the ωB97M-V functional and the def2-TZVPD basis",
  "gap_ev": 8.4,
  "de_lowest_kj_mol": 277.3,
  "e_lumo_ha": 0.02183,
  "e_homo_ha": -0.28848,
  "multiplicity": 1,
  "smiles": "N/C=C(F)/C=N\\S",
  "energy_ha": -724.76100,
  "species": ["N", "C", "C", "F", "C", "N", "S", "H", "H", "H", "H", "H"],
  "positions_angstrom": [[-2.92376, -0.33146, 0.16114], [-1.91010, 0.50735, -0.06939], [-0.62697, 0.22974, -0.12319], [-0.40476, -1.14618, -0.30279], [0.33422, 1.26274, 0.02411], [1.55507, 1.07171, 0.08209], [1.97679, -0.57538, 0.10880], [-3.75256, -0.06298, 0.57034], [-2.66991, -1.33678, 0.61780], [-2.04843, 1.62870, -0.45594], [-0.04362, 2.30706, -0.25852], [3.32673, -0.19508, -0.18112]],
  "forces_ev_per_angstrom": [[1.42, -5.22, 0.59], [-0.90, 4.08, -0.82], [-1.32, -1.87, -0.59], [0.22, 1.02, 0.93], [-1.49, 1.39, -2.31], [2.21, -0.01, 0.39], [3.92, 0.56, -0.39], [-1.90, 1.36, 0.59], [-0.35, 3.35, -1.80], [-0.61, -2.41, 1.70], [0.42, -1.34, 1.06], [-1.62, -0.93, 0.64]]
}


[2]
{
  "formula": "C3H5FN2S",
  "method": "the ωB97M-V functional and the def2-TZVPD basis",
  "gap_ev": 8.7,
  "de_lowest_kj_mol": 167.5,
  "e_lumo_ha": -0.00315,
  "e_homo_ha": -0.32457,
  "multiplicity": 1,
  "smiles": "F[C@H]1CNNC1=S",
  "energy_ha": -724.80285,
  "species": ["F", "C", "C", "N", "N", "C", "S", "H", "H", "H", "H", "H"],
  "positions_angstrom": [[0.38352, -1.97202, -0.56761], [-0.54139, -0.89616, -0.37495], [-0.37668, -0.36794, 1.00470], [0.88978, 0.41845, 0.83208], [0.48435, 1.27340, -0.34994], [-0.09610, 0.33456, -1.27137], [-0.28328, 0.58568, -2.83461], [-1.52501, -1.27812, -0.56961], [-1.20665, 0.40908, 1.31478], [-0.24843, -1.24314, 1.73853], [1.11185, 1.03299, 1.69766], [1.40806, 1.70322, -0.61964]],
  "forces_ev_per_angstrom": [[-0.93, 1.16, 0.03], [0.99, 0.21, -0.90], [0.41, 0.95, 1.99], [-0.51, 0.90, 1.36], [1.77, -1.65, 0.50], [0.54, 0.44, 2.08], [-0.13, -0.13, -0.52], [-0.38, -0.08, -0.46], [1.09, -1.91, -0.64], [-0.22, 1.56, -0.90], [-0.94, -1.01, -2.11], [-1.69, -0.44, -0.42]]
}


[3]
{
  "formula": "C3H5FO",
  "method": "the ωB97M-V functional and the def2-TZVPD basis",
  "gap_ev": 10.5,
  "de_lowest_kj_mol": 299.5,
  "e_lumo_ha": 0.02905,
  "e_homo_ha": -0.35804,
  "multiplicity": 1,
  "smiles": "FC1=CC1.O",
  "energy_ha": -292.28224,
  "species": ["F", "C", "C", "C", "H", "H", "H", "O", "H", "H"],
  "positions_angstrom": [[0.46908, -1.24517, 1.11680], [-0.46309, -0.52053, 0.44168], [-0.66210, 0.56110, -0.25345], [-1.89808, -0.20419, 0.27007], [-0.30320, 1.20701, -0.92401], [-2.37994, 0.27350, 1.19049], [-2.63887, -0.65023, -0.37015], [2.76230, -0.12357, -0.65407], [3.14618, 0.76953, -0.73782], [1.96772, -0.06746, -0.07955]],
  "forces_ev_per_angstrom": [[-1.27, 0.50, -0.98], [0.38, 0.80, 0.00], [-0.48, -4.11, 2.34], [-0.29, 1.40, 2.43], [1.04, 2.67, -2.10], [0.29, -0.57, -1.30], [0.24, -0.69, -0.38], [-0.37, 0.45, 0.28], [-0.50, -0.62, 0.25], [0.96, 0.16, -0.53]]
}


[4]
{
  "formula": "C3H5FO2",
  "method": "the ωB97M-V functional and the def2-TZVPD basis",
  "gap_ev": 11.0,
  "de_lowest_kj_mol": 5.3,
  "e_lumo_ha": 0.02671,
  "e_homo_ha": -0.37593,
  "multiplicity": 1,
  "smiles": "O=C(O)CCF",
  "energy_ha": -367.65523,
  "species": ["O", "C", "O", "C", "C", "F", "H", "H", "H", "H", "H"],
  "positions_angstrom": [[-1.55248, -0.66293, 1.80698], [-0.74745, -0.74078, 0.88694], [-0.14923, -1.85019, 0.51728], [-0.57877, 0.51599, -0.05749], [0.87740, 0.72974, -0.40132], [1.26607, -0.35847, -1.22545], [0.41450, -1.70398, -0.23859], [-0.94133, 0.15824, -0.99856], [-1.13617, 1.37724, 0.30053], [0.99355, 1.63487, -1.04389], [1.55393, 0.90027, 0.45357]],
  "forces_ev_per_angstrom": [[1.69, -0.73, -1.15], [-2.78, 2.73, 0.74], [-0.03, -0.87, 0.79], [1.11, -1.98, 0.77], [0.19, 1.88, -0.69], [0.33, 0.26, 0.66], [0.47, 0.18, -0.60], [-0.94, 0.11, -0.69], [0.21, -0.14, 0.13], [-0.13, -0.63, 0.38], [-0.11, -0.79, -0.34]]
}


Please write out number 3 again, unchanged.
{
  "formula": "C3H5FO",
  "method": "the ωB97M-V functional and the def2-TZVPD basis",
  "gap_ev": 10.5,
  "de_lowest_kj_mol": 299.5,
  "e_lumo_ha": 0.02905,
  "e_homo_ha": -0.35804,
  "multiplicity": 1,
  "smiles": "FC1=CC1.O",
  "energy_ha": -292.28224,
  "species": ["F", "C", "C", "C", "H", "H", "H", "O", "H", "H"],
  "positions_angstrom": [[0.46908, -1.24517, 1.11680], [-0.46309, -0.52053, 0.44168], [-0.66210, 0.56110, -0.25345], [-1.89808, -0.20419, 0.27007], [-0.30320, 1.20701, -0.92401], [-2.37994, 0.27350, 1.19049], [-2.63887, -0.65023, -0.37015], [2.76230, -0.12357, -0.65407], [3.14618, 0.76953, -0.73782], [1.96772, -0.06746, -0.07955]],
  "forces_ev_per_angstrom": [[-1.27, 0.50, -0.98], [0.38, 0.80, 0.00], [-0.48, -4.11, 2.34], [-0.29, 1.40, 2.43], [1.04, 2.67, -2.10], [0.29, -0.57, -1.30], [0.24, -0.69, -0.38], [-0.37, 0.45, 0.28], [-0.50, -0.62, 0.25], [0.96, 0.16, -0.53]]
}